No. 1
C45H63N17OPS2 as an isolated structure in a non-equilibrium geometry. Source: the Open Molecules 2025 dataset; level of theory: ωB97M-V/def2-TZVPD.

Structure (XYZ):
```
129
Properties=species:S:1:pos:R:3:lowdin_charge:R:1
C -1.2206 6.5013 -4.6226 -0.1035
C -0.2046 5.3136 -4.6832 -0.2087
C 0.4872 5.0740 -3.3038 -0.1035
N -0.1144 4.0102 -2.4783 -0.0799
C 0.0654 4.0377 -1.1353 -0.0016
N -0.5650 2.9186 -0.6868 0.1592
C -1.1493 2.2392 -1.7116 -0.3272
N -1.8567 1.1182 -1.6238 -0.1506
C -2.0786 0.4346 -0.3246 -0.1820
C -0.9227 -0.5160 0.1007 -0.2160
C 0.1132 0.1147 1.0846 -0.4724
S 0.3786 -0.8430 2.6204 0.8395
C 1.5767 -2.1969 2.3045 -1.0250
S 1.0722 -3.7100 2.6368 0.7303
N 2.8440 -1.7993 1.7771 -0.1078
C 2.8304 -1.6612 0.3414 -0.2367
C 3.8036 -0.7557 -0.2146 -0.0199
C 3.9351 -0.5060 -1.6017 -0.0742
C 3.0450 -1.2417 -2.4795 -0.0807
C 2.0727 -2.1288 -1.9324 -0.0846
C 1.9406 -2.3595 -0.5222 -0.0285
C 3.9588 -2.5899 2.2699 -0.2558
C 4.8382 -1.9475 3.2062 -0.0277
C 5.9857 -2.6119 3.7229 -0.0773
C 6.2993 -3.9566 3.3248 -0.0655
C 5.4173 -4.6065 2.4066 -0.0686
C 4.2722 -3.9211 1.8816 -0.0467
P -2.5139 0.5581 -3.1479 0.7292
O -1.4480 0.3950 -4.1772 -0.4250
N -0.8438 2.9641 -2.8423 0.1735
H -2.1661 6.2285 -4.1027 0.0795
H -0.8065 7.3780 -4.0804 0.0803
H -1.5266 6.7971 -5.6504 0.0687
H -0.7808 4.4251 -5.0295 0.0929
H 0.5343 5.5471 -5.4707 0.1169
H 1.5685 4.8749 -3.4866 0.1374
H 0.4641 6.0302 -2.7404 0.1297
H 0.5956 4.7893 -0.5417 0.1606
H -3.0303 -0.1274 -0.4392 0.0966
H -2.2827 1.2357 0.4205 0.1240
H -0.3586 -0.8584 -0.8016 0.1020
H -1.4015 -1.4395 0.5000 0.1012
H -0.3020 1.0984 1.4057 0.0614
H 1.1004 0.3373 0.6385 0.0704
H 4.4762 -0.2228 0.4837 0.1039
H 4.6819 0.2027 -1.9914 0.0995
H 3.1127 -1.0875 -3.5689 0.0978
H 1.4246 -2.6690 -2.6449 0.0439
H 1.2027 -3.0447 -0.0832 0.0835
H 4.6670 -0.8942 3.5282 0.0602
H 6.7009 -2.1290 4.4227 0.0549
H 7.1944 -4.4729 3.7017 0.1023
H 5.6214 -5.6388 2.0862 0.1001
H 3.6357 -4.4672 1.1706 0.0989
H -3.4243 1.5287 -3.6462 0.0265
H -3.2977 -0.6024 -2.9283 0.0204
H -1.0903 2.7428 -3.8058 0.1473
C 0.9337 -0.9320 6.3903 -0.0626
C 0.1162 -1.2064 7.5811 -0.2538
N -0.5344 -1.4070 8.5058 0.1346
H 1.3478 0.0738 6.4423 0.0866
H 1.7506 -1.6494 6.3211 0.0846
H 0.3106 -1.0164 5.5026 0.0326
C -3.5527 -0.3130 8.0971 -0.0799
C -4.9470 -0.7471 7.9072 -0.2741
N -6.0335 -1.0823 7.7406 0.1219
H -2.9449 -1.1483 8.4380 0.0425
H -3.1525 0.0571 7.1541 0.0744
H -3.5087 0.4827 8.8391 0.0848
C 0.1207 -6.3262 6.0047 -0.0641
C 0.5639 -6.6949 4.6493 -0.2968
N 0.9111 -6.9950 3.5945 0.1225
H 0.2088 -5.2492 6.1420 0.0710
H -0.9181 -6.6200 6.1465 0.0811
H 0.7384 -6.8317 6.7454 0.0826
C -3.6173 4.9003 -7.6052 -0.0617
C -3.9491 6.3293 -7.4622 -0.2879
N -4.2084 7.4431 -7.3526 0.1381
H -4.4484 4.3724 -8.0702 0.0835
H -2.7308 4.7871 -8.2279 0.0863
H -3.4233 4.4664 -6.6249 0.0659
C -5.8664 -2.2048 4.3209 -0.0633
C -5.1229 -2.0137 3.0604 -0.2732
N -4.5445 -1.8646 2.0776 0.1073
H -5.6277 -1.4024 5.0170 0.0532
H -6.9371 -2.1976 4.1241 0.0848
H -5.5939 -3.1578 4.7714 0.0858
C -2.2001 -3.5998 -1.6392 -0.0469
C -0.9256 -3.9006 -2.3140 -0.2328
N 0.0678 -4.1383 -2.8404 0.1508
H -2.2217 -4.0757 -0.6594 0.0917
H -2.3066 -2.5228 -1.5139 0.0418
H -3.0309 -3.9746 -2.2355 0.0822
C -5.4669 7.0471 -11.0026 -0.0660
C -4.5827 6.2094 -11.8310 -0.2818
N -3.8940 5.5530 -12.4748 0.1195
H -5.0604 7.1312 -9.9955 0.0440
H -5.5501 8.0429 -11.4348 0.0839
H -6.4586 6.6002 -10.9493 0.0817
C 6.0843 -3.9791 -2.6185 -0.0625
C 6.8056 -2.9719 -1.8226 -0.2815
N 7.3623 -2.1818 -1.2012 0.1219
H 5.3580 -4.4938 -1.9909 0.0786
H 5.5628 -3.4945 -3.4425 0.0757
H 6.7885 -4.7065 -3.0199 0.0804
C -5.6919 2.8859 0.1143 -0.0389
C -5.0120 2.0630 -0.9031 -0.1741
N -4.4772 1.3980 -1.6898 -0.0375
H -6.6793 3.1788 -0.2443 0.0854
H -5.8066 2.3135 1.0353 0.0864
H -5.1095 3.7825 0.3227 0.0777
C 7.1370 1.4209 1.6453 -0.0487
C 6.3621 1.1211 2.8612 -0.2481
N 5.7634 0.8812 3.8120 0.1362
H 7.5259 2.4369 1.6965 0.0817
H 7.9689 0.7236 1.5570 0.0899
H 6.4994 1.3262 0.7675 0.0670
C -6.7779 -1.7924 -3.7334 -0.0389
C -6.0421 -0.8468 -2.8746 -0.1495
N -5.4682 -0.0957 -2.2071 0.0855
H -7.5666 -2.2737 -3.1572 0.0890
H -7.2227 -1.2616 -4.5743 0.0874
H -6.0969 -2.5537 -4.1122 0.0845
C 6.3784 -0.9222 7.9205 -0.0599
C 7.2613 -1.6914 7.0285 -0.2617
N 7.9505 -2.2898 6.3313 0.1376
H 6.8139 -0.8714 8.9173 0.0814
H 6.2529 0.0880 7.5334 0.0795
H 5.4041 -1.4049 7.9811 0.0773
```

Results
net charge = +1
energy above the lowest of the compared OMol25 structures with the same formula, charge and spin = 0.0 kcal/mol

No. 2
A 8-piece molecular cluster, C45H65Cl15IN3O4S2 overall in a non-equilibrium geometry. Source: the Open Molecules 2025 dataset; level of theory: ωB97M-V/def2-TZVPD.

Structure (XYZ):
```
135
Properties=species:S:1:pos:R:3:lowdin_charge:R:1
C 2.8013 -2.7949 6.6557 -0.0100
C 2.7939 -2.3118 5.4169 -0.1490
C 1.8864 -1.1295 5.0992 -0.1454
C 1.2937 -1.1513 3.6910 -0.0987
C 0.0884 -1.8334 3.5067 -0.0948
C -0.6013 -2.5677 4.6462 -0.1160
C -1.9196 -1.8850 5.1021 -0.1808
C -2.8882 -2.9429 5.6396 -0.1790
O -2.3580 -3.6048 6.7986 -0.0222
C -2.0284 -4.9203 6.5785 -0.5073
C -0.5836 -5.3222 6.8667 0.0154
O -2.8395 -5.7358 6.2124 0.1122
C -0.5125 -1.8557 2.2667 -0.2788
C 0.1462 -1.2160 1.2244 -0.3297
C 1.3445 -0.5572 1.3717 -0.1487
C 1.9255 0.0853 0.1072 -0.2305
O 1.0286 1.1249 -0.2609 -0.1883
C 1.5765 2.0327 -1.2256 -0.1966
C 2.4144 1.3753 -2.3281 -0.2610
C 1.6232 0.3418 -3.1704 -0.1388
C 1.9479 -0.5103 2.6328 -0.1854
C 3.2536 0.2443 2.8736 -0.6329
I 4.9130 -0.6573 1.8115 0.8683
C 3.0325 1.7474 2.4707 -0.2772
C 3.4421 2.7316 3.5854 -0.1425
S -0.6930 -1.2704 -0.3605 1.0747
C -2.3653 -1.0493 0.2105 -0.3467
C -2.6986 -1.7278 1.3772 -0.3249
C -3.9903 -1.5708 1.8285 -0.0023
C -4.8783 -0.7551 1.1667 -0.0264
C -4.5375 -0.0451 0.0200 -0.2129
N -5.4129 0.8504 -0.6768 -0.0651
C -6.8375 0.4444 -0.5995 -0.0398
C -5.2213 2.1781 -0.0818 -0.4194
C -5.1766 2.3667 1.4477 0.0124
O -5.0643 3.1554 -0.7751 0.1132
C -3.2443 -0.2342 -0.4586 -0.1942
N -2.7600 0.4270 -1.6508 0.1258
C -3.3633 0.1727 -2.6755 -0.7290
S -4.2742 0.2340 -3.9504 0.7601
N -1.7603 -2.5372 2.0760 -0.3779
Cl -1.4915 -4.0614 1.2398 0.6719
H 1.9841 -2.5988 7.3548 0.0599
H 3.6281 -3.3875 7.0517 0.0562
H 3.4424 -2.7755 4.6716 0.1066
H 1.0722 -1.1469 5.8363 0.1058
H 2.4301 -0.2016 5.3136 0.1116
H 0.0645 -2.7760 5.4867 0.0903
H -0.8719 -3.5581 4.2366 0.1147
H -1.6634 -1.2111 5.9282 0.0806
H -2.3436 -1.3369 4.2573 0.0730
H -3.8194 -2.4467 5.9534 0.1244
H -3.1659 -3.6533 4.8489 0.1258
H -0.5462 -6.3278 7.2900 0.0858
H -0.1912 -4.6207 7.6187 0.0816
H 0.0496 -5.2355 5.9781 0.0845
H 1.9660 -0.7127 -0.6555 0.1205
H 2.9087 0.5304 0.2688 0.0392
H 0.7107 2.4904 -1.7261 0.1294
H 2.1305 2.8048 -0.6619 0.1200
H 2.6914 2.1853 -3.0254 0.0374
H 3.3756 0.9768 -1.9759 0.1061
H 1.2152 0.7981 -4.0819 0.0544
H 2.3411 -0.4103 -3.5333 0.0719
H 0.8293 -0.1641 -2.6089 0.0293
H 3.5305 0.2172 3.9250 0.0443
H 3.5591 1.9891 1.5422 0.0796
H 1.9576 1.8909 2.3001 0.1186
H 3.5951 3.7178 3.0995 0.0096
H 2.6409 2.9063 4.3138 0.0599
H 4.3981 2.4932 4.0686 0.0744
H -4.3553 -2.0644 2.7294 0.1234
H -5.8937 -0.6043 1.5286 0.1145
H -7.3542 0.9368 -1.4307 0.0955
H -6.8684 -0.6446 -0.7014 0.0987
H -7.2885 0.7534 0.3567 0.0833
H -5.3314 3.4127 1.7158 0.0872
H -4.2094 2.0526 1.8642 0.0896
H -5.9296 1.7073 1.9032 0.0701
Cl -5.4689 2.3677 6.0976 0.5339
C -4.1865 1.7681 7.1806 -0.6620
C -2.8107 2.1676 6.7088 -0.6463
Cl -2.3495 1.3298 5.2057 0.5966
H -4.2848 0.6869 7.2520 0.0646
H -4.3768 2.1955 8.1642 0.0729
H -2.0706 1.8990 7.4620 0.0744
H -2.7444 3.2388 6.5320 0.0682
Cl -0.2567 -1.9022 -5.0368 0.5793
C -1.7012 -1.7292 -6.0673 -0.6808
C -2.1764 -3.0527 -6.6097 -0.6914
Cl -1.0365 -3.7346 -7.8041 0.5297
H -1.4607 -1.0341 -6.8677 0.0219
H -2.4788 -1.2843 -5.4493 -0.0168
H -3.1299 -2.9223 -7.1210 0.0770
H -2.3105 -3.7819 -5.8238 -0.0065
Cl 3.3200 4.7644 6.7489 0.5508
C 4.7108 5.8709 6.6150 -0.6579
C 4.6836 6.6695 5.3360 -0.6478
Cl 4.9763 5.6547 3.8999 0.5962
H 5.6200 5.2795 6.6961 0.0692
H 4.6621 6.5445 7.4696 0.0715
H 5.4701 7.4229 5.3563 0.0716
H 3.7303 7.1754 5.2010 0.0692
Cl -3.6075 -3.3113 -3.8036 0.6236
C -3.6553 -4.9323 -3.0633 -0.6202
C -3.2090 -4.9069 -1.6225 -0.6432
Cl -1.4700 -4.5536 -1.4770 0.5094
H -3.0330 -5.5959 -3.6610 0.0736
H -4.6858 -5.2800 -3.1292 0.0745
H -3.3763 -5.8827 -1.1678 0.0774
H -3.7560 -4.1627 -1.0460 0.0627
Cl 3.6662 2.1607 -5.2881 0.6039
C 3.8845 3.8690 -5.7400 -0.6286
C 5.3127 4.3234 -5.5720 -0.6654
Cl 5.7935 4.4038 -3.8582 0.5436
H 3.2025 4.4662 -5.1382 0.0746
H 3.5881 3.9606 -6.7846 0.0583
H 5.4305 5.3260 -5.9819 0.0713
H 6.0048 3.6598 -6.0856 0.0675
Cl 0.1859 -0.4889 -9.0133 0.5386
C 1.7306 -1.2226 -9.4987 -0.6660
C 2.5532 -1.6514 -8.3069 -0.6391
Cl 3.1689 -0.2659 -7.3656 0.5101
H 2.2616 -0.5059 -10.1177 -0.0163
H 1.4902 -2.0918 -10.1108 0.0753
H 3.4229 -2.2135 -8.6458 0.0733
H 1.9770 -2.2828 -7.6327 0.0489
Cl 1.8555 2.2587 -9.6039 0.5617
C 3.5033 2.8928 -9.8450 -0.6581
C 4.1344 2.4069 -11.1273 -0.6450
Cl 4.5115 0.6651 -11.0878 0.5709
H 4.0981 2.6140 -8.9766 0.0541
H 3.4208 3.9793 -9.8711 0.0708
H 5.0774 2.9268 -11.2917 0.0715
H 3.4885 2.5905 -11.9828 0.0697
```

Results
net charge = 0
energy above the lowest of the compared OMol25 structures with the same formula, charge and spin = 14.5 kcal/mol

No. 3
C45H68Cl3F7MgN5NaO14P4 as an isolated structure in a non-equilibrium geometry. Source: the Open Molecules 2025 dataset; level of theory: ωB97M-V/def2-TZVPD.

Structure (XYZ):
```
148
Properties=species:S:1:pos:R:3:lowdin_charge:R:1
C -5.5955 1.7061 -3.0823 0.0585
C -4.6684 0.9659 -2.1788 -0.5166
O -3.9213 0.1198 -2.6197 0.0605
O -4.6830 1.2083 -0.8182 0.0249
C -3.7731 2.3025 -0.5025 -0.3567
O -3.8869 3.2838 -1.1606 0.1809
C -2.7994 2.1527 0.6353 -0.0565
C -1.4028 1.5516 0.2965 -0.3941
P -1.5873 -0.2989 0.0588 0.8616
N -1.0575 -1.1160 1.3008 -0.2484
C -0.6485 1.5740 1.6708 -0.4880
O -1.1471 1.6845 2.7486 0.1510
N 0.6925 1.4518 1.3277 0.1291
C 0.9485 2.0168 -0.0035 -0.2597
C 2.1546 1.4815 -0.7656 -0.1151
O 1.9767 0.4083 -1.6988 -0.0448
C 1.9849 -0.8545 -1.1872 -0.2205
C 2.2907 -1.1802 0.1271 -0.0012
C 2.3150 -2.4801 0.6112 -0.2896
C 2.6808 -2.7698 2.0431 -0.0356
C 2.0078 -3.5134 -0.2549 -0.0591
C 1.7200 -3.2029 -1.5810 -0.0259
C 1.7131 -1.9108 -2.0808 -0.1430
C 1.4346 -1.7291 -3.5561 -0.3301
C 2.6140 -1.0183 -4.2900 -0.0346
C 0.0999 -1.0251 -3.8857 -0.0766
C -0.4651 2.3033 -0.6620 -0.5384
C -0.7050 3.8108 -0.3519 -0.1162
P -0.6949 2.1388 -2.4965 0.9882
P -1.0007 4.0838 -3.4272 0.2612
O -2.2700 4.7583 -3.1027 -0.3168
O -1.0226 3.6953 -4.9829 -0.1732
O 0.2455 5.0631 -3.2465 -0.1510
H -6.4845 1.1017 -3.2750 0.1051
H -5.9279 2.6351 -2.6275 0.0999
H -5.0650 1.9169 -4.0067 0.1138
H -3.2417 1.4828 1.3795 0.1335
H -2.7384 3.1297 1.1060 0.1450
H -0.8878 -0.7487 -1.0754 0.0186
H -2.9782 -0.5589 -0.0126 -0.0185
H -0.3232 -1.7393 0.9755 -0.0475
H 1.1196 0.5679 1.5524 0.1058
H 1.2793 3.0280 0.2391 0.0888
H 2.9420 1.2693 -0.0414 0.1265
H 2.5374 2.3174 -1.3486 0.1409
H 2.5434 -0.4033 0.8344 0.1026
H 2.3852 -3.7849 2.3039 0.0594
H 3.7700 -2.7442 2.1431 0.0885
H 2.2832 -2.0365 2.7420 0.0834
H 2.0179 -4.5440 0.0780 0.0923
H 1.4919 -4.0180 -2.2580 0.1118
H 1.3726 -2.7198 -4.0042 0.1158
H 3.3157 -0.6190 -3.5628 0.0737
H 2.2664 -0.2600 -4.9853 0.0744
H 3.1579 -1.7574 -4.8804 0.0757
H 0.2593 -0.0456 -4.3290 0.0435
H -0.5591 -0.8922 -3.0296 0.0174
H -0.4508 -1.5965 -4.6367 0.0784
H 0.0681 4.4400 -0.7820 0.0774
H -1.6934 4.1136 -0.6908 0.0664
H -0.6869 4.0086 0.7216 0.0804
H -1.9366 1.5018 -2.6523 -0.0635
H -0.9331 4.4937 -5.5191 0.0819
H -0.1307 5.8819 -2.8643 0.0802
F 0.3756 8.2694 1.0731 -0.1675
P -0.0187 6.8794 1.8062 0.4110
F -1.2340 5.8507 2.2107 -0.1706
F 0.9253 5.5570 1.7296 -0.2008
F -0.9474 7.8441 2.8219 -0.2741
F 1.2345 7.2981 2.8926 -0.3471
F -0.4100 6.5279 0.2421 -0.1787
O -0.7452 9.4810 -1.4536 0.1372
C -0.9629 9.3536 -2.6173 -0.4697
O -1.2102 8.1443 -3.2112 -0.0003
C -1.3147 8.3168 -4.6372 -0.1653
C -1.6723 9.7817 -4.8446 -0.1530
C -0.9693 10.4488 -3.6680 -0.0719
H -0.3533 8.0557 -5.0883 0.1254
H -2.0796 7.6471 -5.0254 0.1226
H -1.3698 10.1634 -5.8176 0.1172
H -2.7507 9.9147 -4.7525 0.1202
H 0.0636 10.7079 -3.9048 0.1325
H -1.5014 11.3228 -3.3053 0.1267
Mg 0.7573 8.9659 4.2011 0.9915
C 2.8580 12.4833 5.0834 -0.1042
O 1.5610 12.0574 4.7745 -0.1571
H 3.4853 11.7098 5.5406 0.0847
H 3.4365 12.8251 4.2260 0.0975
H 2.8819 13.3291 5.7761 0.0949
Na -4.8283 -1.4245 -0.9918 0.6670
C 4.5905 3.5142 5.0457 -0.1084
C 5.4991 3.7620 3.8469 -0.2625
C 4.9571 4.8368 2.9002 -0.1813
C 3.6995 4.4358 2.2718 -0.1762
N 2.6990 4.1317 1.7977 0.1827
H 3.6145 3.1383 4.7338 0.0715
H 5.0333 2.7740 5.7120 0.0715
H 4.4370 4.4311 5.6175 0.0760
H 5.6473 2.8277 3.3017 0.1088
H 6.4806 4.0798 4.2028 0.1084
H 5.6888 5.0357 2.1153 0.1192
H 4.8127 5.7744 3.4402 0.1203
F 1.4791 12.0976 3.3511 -0.0977
C 6.4384 -11.0763 7.5029 0.0145
N 5.5227 -10.6584 6.4310 -0.1155
C 4.2614 -11.1650 6.4033 -0.0245
C 3.3676 -10.7777 5.4502 0.0166
C 3.7352 -9.8296 4.4704 -0.1706
C 5.0595 -9.3412 4.5176 0.0133
C 5.9185 -9.7654 5.4896 -0.0209
C 2.7981 -9.3555 3.4751 -0.1730
C 2.5277 -7.9761 3.3241 0.0093
C 1.6764 -7.5397 2.3521 -0.0288
N 1.0737 -8.4161 1.5046 -0.1198
C 1.2947 -9.7550 1.6371 -0.0298
C 2.1313 -10.2388 2.5959 0.0126
C 0.1943 -7.9407 0.4291 0.0074
H 6.5364 -12.1596 7.4809 0.1051
H 6.0284 -10.7519 8.4576 0.1060
H 7.4089 -10.6175 7.3473 0.0960
H 4.0058 -11.8743 7.1769 0.1409
H 2.3697 -11.1924 5.4753 0.1300
H 5.4144 -8.6304 3.7849 0.1286
H 6.9351 -9.4067 5.5489 0.1365
H 2.9860 -7.2471 3.9775 0.1275
H 1.4587 -6.4904 2.2189 0.1216
H 0.7853 -10.4020 0.9381 0.1377
H 2.2924 -11.3063 2.6530 0.1297
H -0.7808 -8.4101 0.5458 0.1023
H 0.6457 -8.2148 -0.5233 0.1043
H 0.0936 -6.8619 0.4921 0.0883
C -7.9673 -6.2261 -6.2913 -0.0228
O -7.3155 -5.0330 -6.7441 0.0224
C -6.8787 -4.2397 -5.7806 -0.6180
O -6.9824 -4.4384 -4.5936 0.0508
O -6.3018 -3.1776 -6.3438 0.0188
C -5.7798 -2.2242 -5.4250 -0.0453
H -8.2679 -6.7703 -7.1807 0.0984
H -7.2826 -6.8390 -5.7089 0.0982
H -8.8503 -5.9809 -5.7049 0.0995
H -5.0017 -2.6721 -4.8064 0.0930
H -6.5759 -1.8166 -4.8007 0.0886
H -5.3461 -1.4245 -6.0179 0.0996
C -9.2667 -2.8875 -0.7102 -1.5438
Cl -8.3718 -3.4498 -2.1202 0.5617
Cl -8.4442 -3.3705 0.7783 0.5250
Cl -9.4703 -1.1349 -0.7616 0.5316
H -10.2474 -3.3451 -0.7209 0.0210
```

Results
net charge = +2

What did we get for HOMO? Answer: -9.8; -7.9; -7.5 eV, in the order shown.
What did we get for E? Answer: -106011.591; -277985.557; -187474.225 eV, in the order shown.